[1]
Computed, not measured: a structure of composition C24H43BeN4O4S3 at a distorted geometry, with ωB97M-V/def2-TZVPD.

Computed properties:
Orbital gap: 3.7524 eV

The geometry in ORCA input format:
```
! RIJCOSX wB97M-V def2-TZVPD def2/J DEFGRID3
* xyz 1 1
Be 2.9737 -1.6571 0.1553
C -1.0394 0.6274 0.2033
C -0.0393 -0.3007 -0.4487
O 0.5310 -1.2851 0.3691
H -1.4512 1.3771 -0.4721
H -0.6155 1.1764 1.0463
H -1.8818 0.0653 0.6133
H 0.7619 0.3197 -0.8717
H -0.4225 -0.8321 -1.3295
C 1.9071 -0.0321 -4.0151
S 2.6382 -1.6406 -3.5889
O 2.8140 -1.7132 -2.0797
C 1.2212 -2.7391 -3.9135
H 1.7299 0.0932 -5.0813
H 2.6900 0.6435 -3.6753
H 0.9981 0.0803 -3.4245
H 0.3997 -2.4053 -3.2776
H 1.3908 -3.7915 -3.6993
H 0.9378 -2.5851 -4.9551
C 5.1368 1.7387 -2.6079
S 3.9847 1.9403 -1.1878
O 3.3009 0.6199 -0.8508
C 5.2382 2.3131 0.0751
H 4.6410 1.8177 -3.5736
H 5.6525 0.7976 -2.4242
H 5.8042 2.6012 -2.6114
H 6.0063 1.5406 0.0977
H 4.6806 2.2580 1.0081
H 5.6474 3.3179 -0.0090
C 2.2354 0.0799 3.9817
S 3.2811 0.8001 2.7303
O 3.7344 -0.2924 1.8060
C 1.9396 1.8183 1.9875
H 1.9831 0.8891 4.6689
H 2.7558 -0.6688 4.5765
H 1.3425 -0.3229 3.5031
H 1.1008 1.1468 1.8125
H 2.3759 2.1564 1.0483
H 1.6271 2.7177 2.5152
N -0.9495 -1.1228 3.0609
C -0.9795 -2.3281 3.6659
C -1.3953 -2.2109 4.9783
C -1.8539 -0.8823 5.0678
C -1.5116 -0.1976 3.9189
H -0.5683 -0.9825 2.1353
H -0.6491 -3.1934 3.1109
H -1.4924 -2.9720 5.7342
H -2.3920 -0.4864 5.9160
H -1.6548 0.8281 3.6191
N -1.3911 -3.4931 0.7181
C -0.8170 -4.7237 0.8237
C -1.7681 -5.6069 1.2734
C -2.9471 -4.8800 1.4255
C -2.6616 -3.5547 1.1465
H -0.8755 -2.6575 0.4718
H 0.2032 -4.7911 0.4769
H -1.5691 -6.6632 1.3619
H -3.9299 -5.2889 1.6008
H -3.1790 -2.6108 1.2284
N -5.3492 0.5494 -1.7054
C -6.1800 -0.4498 -1.2746
C -6.0563 -0.6077 0.0778
C -5.2177 0.4561 0.4826
C -4.7665 1.1467 -0.6153
H -5.2126 0.8184 -2.6634
H -6.7164 -1.0397 -2.0017
H -6.3717 -1.4161 0.7160
H -4.8923 0.6693 1.4903
H -4.0411 1.9247 -0.7890
N -0.6826 5.0034 -3.0219
C -0.4853 5.1805 -1.7033
C 0.3290 4.1441 -1.2478
C 0.6311 3.3271 -2.3571
C -0.0213 3.8763 -3.4474
H -1.3033 5.5388 -3.6048
H -0.9779 5.9640 -1.1505
H 0.6286 4.0458 -0.2164
H 1.1350 2.3744 -2.3052
H -0.0797 3.6419 -4.4982
*
```


[2]
Computed, not measured: a structure of composition C24H43Cl2F5P2Pb at a distorted geometry, with ωB97M-V/def2-TZVPD.

Computed properties:
Orbital gap: 7.1429 eV

The geometry in ORCA input format:
```
! RIJCOSX wB97M-V def2-TZVPD def2/J DEFGRID3
* xyz 0 1
Pb 0.0038 -1.0864 0.8585
Cl -1.8711 -0.7279 -0.9398
P 1.0774 -2.2409 -1.5216
C 0.6590 -1.8969 -3.2971
C 2.8043 -2.8896 -1.4350
C -0.0305 -3.7260 -1.1645
C 0.7418 -0.3940 -3.5992
H -0.4031 -2.1899 -3.3566
C 1.4588 -2.7126 -4.3182
H 2.5076 -2.4063 -4.3629
H 1.0194 -2.5326 -5.3080
H 1.4224 -3.7936 -4.1354
H 0.0262 0.1729 -2.9864
H 0.4722 -0.2424 -4.6520
H 1.7519 0.0091 -3.4437
H -1.0301 -3.2677 -1.3201
C 0.0239 -4.2753 0.2738
C 0.1491 -4.8639 -2.1779
H -0.1715 -4.5714 -3.1808
H -0.4699 -5.7166 -1.8641
H 1.1921 -5.2040 -2.2099
H 0.2955 -3.5434 1.0547
H 0.7341 -5.1112 0.3534
H -0.9773 -4.6495 0.5449
C 3.8226 -1.9091 -2.0330
H 2.7765 -3.8110 -2.0358
C 3.1821 -3.2254 0.0112
H 3.6334 -1.6616 -3.0842
H 4.8143 -2.3763 -1.9728
H 3.8620 -0.9696 -1.4645
H 3.0292 -2.3762 0.7000
H 4.2502 -3.4792 0.0433
H 2.6292 -4.0897 0.4006
Cl 2.4889 0.8438 -0.2287
H 1.9475 -0.2400 -0.8153
P -1.5090 2.4713 1.3036
C -3.3200 2.2167 1.6160
C -0.7341 3.1842 2.8418
C -1.3927 3.6188 -0.1235
C -3.6323 0.7481 1.9373
H -3.7746 2.4437 0.6319
C -3.8710 3.1699 2.6735
H -3.4724 2.9323 3.6687
H -4.9626 3.0564 2.7068
H -3.6536 4.2187 2.4368
H -3.3341 0.0928 1.1082
H -4.7149 0.6330 2.0865
H -3.1327 0.4001 2.8514
H -2.0088 3.1054 -0.8903
C 0.0374 3.7268 -0.6923
C -2.0257 4.9667 0.2290
H -3.1090 4.8670 0.3805
H -1.8683 5.6682 -0.6005
H -1.5710 5.4001 1.1354
H 0.6067 2.7948 -0.5693
H 0.5969 4.5488 -0.2273
H -0.0215 3.9383 -1.7680
C -0.7056 2.1233 3.9558
H -1.3942 4.0196 3.1358
C 0.6820 3.7170 2.5801
H -1.6978 1.7182 4.1964
H -0.3108 2.5815 4.8745
H -0.0465 1.2774 3.6970
H 1.3306 2.9427 2.1379
H 1.1246 4.0278 3.5367
H 0.6823 4.5977 1.9255
F -2.8613 -2.7072 2.2038
C -1.8963 -2.6595 3.1691
C -0.7117 -1.9816 2.9375
C 0.2229 -1.9405 3.9552
F 1.3865 -1.2357 3.7828
C 0.0371 -2.6192 5.1599
F 0.9972 -2.5972 6.1083
C -1.1388 -3.3423 5.3647
F -1.3225 -4.0424 6.4972
C -2.1212 -3.3510 4.3655
F -3.2575 -4.0550 4.5392
*
```


Record-wise total energy values, in eV: -72630.3483; -88042.8054